No. 1
This record from OMol25 describes a structure of composition C20H34N2O5S. The level of theory is ωB97M-V with the def2-TZVPD basis set.

Last column: natural (NBO) charge in e.
Element x y z (Å)
C 6.68 -1.14 2.27  -0.40
C 6.42 -1.37 0.95  -0.19
C 6.25 -0.15 -0.02  -0.48
C 4.80 0.50 0.08  0.02
C 3.65 -0.40 0.23  -0.21
C 2.22 0.13 0.35  0.01
C 1.10 -0.94 0.55  -0.46
C -0.36 -0.45 0.24  0.10
C -0.94 0.59 1.28  -0.66
O -0.53 -0.01 -1.14  -0.73
C 2.02 1.57 0.26  -0.19
C 3.21 2.48 0.11  0.10
N 3.15 3.89 0.06  -0.58
S 4.74 4.38 -0.08  0.85
N 5.65 2.97 -0.07  -0.58
C 4.67 2.00 0.03  0.08
H 6.92 -0.11 2.65  0.21
H 6.65 -2.02 2.97  0.20
H 6.28 -2.40 0.53  0.21
H 6.40 -0.51 -1.07  0.23
H 7.03 0.65 0.17  0.24
H 3.84 -1.50 0.25  0.22
H 1.17 -1.45 1.56  0.24
H 1.32 -1.77 -0.20  0.22
H -1.03 -1.37 0.32  0.17
H -1.84 0.22 1.85  0.23
H -1.28 1.50 0.66  0.23
H -0.11 0.97 1.93  0.22
H -0.58 -0.86 -1.63  0.47
H 0.99 2.01 0.31  0.23
C -4.57 4.95 -2.33  -0.26
O -4.01 6.12 -1.75  -0.55
C -4.20 6.17 -0.34  -0.09
C -2.94 5.74 0.41  -0.09
O -2.66 4.36 0.20  -0.55
C -1.63 4.17 -0.76  -0.26
H -4.16 4.84 -3.33  0.19
H -4.33 4.05 -1.75  0.18
H -5.66 5.06 -2.40  0.17
H -5.06 5.56 -0.04  0.17
H -4.42 7.21 -0.08  0.18
H -3.12 5.87 1.49  0.18
H -2.09 6.37 0.14  0.18
H -0.65 4.39 -0.31  0.17
H -1.77 4.79 -1.65  0.18
H -1.65 3.12 -1.07  0.19
C -1.80 -7.09 -1.36  -0.26
O -2.67 -7.04 -0.24  -0.55
C -2.02 -6.58 0.94  -0.09
C -2.33 -5.12 1.21  -0.09
O -1.76 -4.27 0.22  -0.56
C -2.72 -3.85 -0.74  -0.26
H -2.40 -7.17 -2.26  0.19
H -1.19 -6.19 -1.44  0.18
H -1.15 -7.97 -1.28  0.17
H -0.94 -6.76 0.88  0.18
H -2.41 -7.19 1.77  0.19
H -1.87 -4.84 2.17  0.18
H -3.41 -4.95 1.30  0.18
H -3.35 -3.06 -0.31  0.17
H -3.36 -4.67 -1.08  0.19
H -2.19 -3.44 -1.60  0.18

Its frontier orbital gap is 7.79 eV. The value obtained for the HOMO energy is -8.5 eV.

No. 2
This record from OMol25 describes a structure of composition C20H34N4O3S. The level of theory is ωB97M-V with the def2-TZVPD basis set.

Last column: natural (NBO) charge in e.
Element x y z (Å)
C -4.49 -1.31 1.49  -0.64
H -3.88 -0.56 1.99  0.23
C -3.42 -1.81 0.36  -0.21
C -4.15 -3.14 -0.35  -0.66
H -3.48 -3.73 -1.18  0.21
H -4.53 -3.95 0.46  0.21
H -5.19 -2.94 -0.69  0.21
C -3.17 -0.86 -0.80  -0.27
N -2.48 0.31 -0.30  -0.66
S -1.12 -0.02 0.84  2.30
O -0.42 1.42 0.86  -0.93
O -1.69 -0.35 2.03  -0.93
N -0.36 -1.40 -0.06  -0.57
C 0.32 -0.64 -1.10  -0.22
C 0.90 -1.91 -2.04  -0.33
H 1.34 -1.56 -2.69  0.14
H 0.13 -2.71 -2.19  0.22
C 1.81 -2.78 -0.95  -0.21
C 3.22 -1.92 -0.60  0.68
O 3.71 -2.43 0.52  -0.70
N 3.48 -0.94 -1.31  -0.60
H 2.80 -0.40 -1.73  0.42
C 4.47 0.10 -0.57  -0.27
C 3.67 1.22 0.12  0.11
N 2.71 1.78 -1.02  -0.40
C 2.08 2.65 -0.33  0.05
C 2.27 3.07 0.88  -0.24
C 3.36 2.96 1.61  -0.12
C 4.00 1.70 1.28  -0.26
H 4.95 1.31 1.80  0.24
H 3.57 3.37 2.54  0.22
H 1.60 4.04 1.09  0.22
H 1.20 2.97 -0.93  0.20
H 5.00 -0.67 0.13  0.26
H 5.14 0.26 -1.39  0.22
C 1.10 -2.98 0.23  -0.47
C 0.53 -1.96 0.76  -0.22
H -0.09 -2.24 2.06  0.19
H 1.32 -1.29 1.29  0.21
H 1.61 -3.60 0.96  0.28
H 0.32 -3.91 0.05  0.19
H 2.04 -3.53 -1.36  0.18
H -0.55 -0.25 -1.71  0.24
H 1.02 -0.14 -0.82  0.17
C -3.26 1.57 -0.04  -0.21
H -3.99 1.23 0.43  0.21
C -3.21 2.23 -1.21  -0.28
C -4.14 3.34 -1.00  -0.58
H -4.34 4.18 -2.04  0.18
H -4.06 4.20 -0.18  0.22
H -5.23 3.16 -0.82  0.21
C -1.90 2.91 -1.74  -0.63
H -1.80 3.42 -2.75  0.24
H -1.49 3.50 -0.85  0.22
H -1.10 1.98 -1.62  0.22
H -3.64 1.79 -1.84  0.18
H -2.62 2.02 0.70  0.23
H -4.12 -0.51 -1.15  0.21
H -2.48 -1.29 -1.38  0.21
H -2.53 -2.24 1.20  0.25
H -5.34 -0.94 0.82  0.19
H -4.84 -2.09 2.17  0.22

Its frontier orbital gap is 8.82 eV. For the energy relative to the best compared isomer or geometry (same formula, charge and spin), the calculation gives 514.55 kcal/mol. The value obtained for the HOMO energy is -8.8 eV.

No. 3
This record from OMol25 describes a structure of composition C20H35BBeBr2CaClF8MgN5O12SSi2. The level of theory is ωB97M-V with the def2-TZVPD basis set.

Last column: Löwdin charge in e.
Element x y z (Å)
F -0.04 -0.28 6.75  -0.05
C -0.54 -0.27 8.03  -0.66
F -1.85 -0.40 7.94  0.17
F -0.29 0.88 8.61  0.24
N -0.04 -1.35 8.81  0.28
C 1.25 -1.46 9.08  -0.30
N 1.80 -2.50 9.87  0.10
C 2.79 -1.72 10.68  -0.14
C 3.16 -0.46 9.82  -0.56
Br 5.11 -0.46 9.35  0.56
N 2.24 -0.69 8.69  0.13
H -0.66 -2.06 9.21  0.21
H 2.40 -2.94 9.17  0.16
H 2.25 -1.28 11.53  0.13
H 3.63 -2.32 11.00  0.12
H 2.89 0.49 10.25  0.11
H 2.08 0.07 8.04  0.16
Br 7.63 0.23 9.58  -0.04
Mg -1.06 -1.00 4.99  1.02
O 2.68 -0.55 1.67  -0.38
Cl 2.44 -1.76 2.42  0.62
O 2.99 -2.88 1.73  -0.34
O 0.99 -1.96 2.57  -0.48
O 3.03 -1.64 3.73  -0.37
N 2.72 -1.39 -0.96  0.12
C 2.52 -2.26 -1.94  -0.16
C 1.88 -1.92 -3.14  -0.22
C 1.42 -0.61 -3.31  -0.09
C 1.64 0.30 -2.29  -0.02
C 2.29 -0.15 -1.14  -0.08
H 2.88 -3.27 -1.76  0.13
H 1.73 -2.68 -3.92  0.08
H 0.92 -0.32 -4.23  0.09
H 1.30 1.32 -2.38  0.10
H 2.46 0.53 -0.31  0.11
C -0.46 -3.26 -7.16  -0.04
C -0.94 -1.92 -6.62  -0.26
O 0.18 -1.14 -6.15  -0.16
H 0.08 -3.82 -6.39  0.07
H -1.29 -3.86 -7.51  0.10
H 0.24 -3.12 -7.98  0.08
H -1.62 -2.07 -5.79  0.11
H -1.47 -1.36 -7.40  0.10
H 0.79 -1.02 -6.88  -0.03
B 3.28 -3.18 -6.67  -1.03
O 2.69 -1.79 -6.95  0.23
C 2.49 -1.69 -8.20  -0.34
O 1.99 -0.66 -8.71  0.02
C 2.91 -2.97 -8.93  -0.40
O 2.82 -3.14 -10.10  0.21
O 3.36 -3.81 -8.02  0.26
F 2.40 -3.87 -5.84  0.15
F 4.50 -3.05 -6.10  0.22
Ca -0.35 -3.11 -2.52  1.74
C -4.72 -6.63 -0.84  -0.69
F -4.60 -7.18 -2.06  0.12
F -5.91 -6.96 -0.36  0.15
F -3.79 -7.17 -0.05  0.12
S -4.54 -4.80 -0.93  0.44
O -5.58 -4.37 -1.82  -0.30
O -3.19 -4.63 -1.48  -0.43
O -4.67 -4.36 0.43  -0.31
C -1.50 1.68 0.42  -0.18
Si -1.36 3.40 -0.31  0.35
C -1.56 3.21 -2.17  -0.15
C 0.38 4.00 0.07  -0.15
N -2.57 4.43 0.39  -0.01
Si -2.82 6.11 0.00  0.36
C -3.26 6.37 -1.81  -0.14
C -1.31 7.16 0.43  -0.14
C -4.24 6.78 1.01  -0.18
H -0.73 1.03 -0.02  0.01
H -1.35 1.69 1.50  0.02
H -2.47 1.24 0.21  0.04
H -0.90 2.41 -2.52  0.01
H -1.29 4.12 -2.70  0.03
H -2.59 2.95 -2.43  0.04
H 0.51 4.20 1.13  0.04
H 0.64 4.90 -0.49  0.03
H 1.10 3.23 -0.22  0.03
H -2.41 6.19 -2.47  0.02
H -3.58 7.40 -1.95  0.05
H -4.07 5.71 -2.11  0.04
H -0.97 6.97 1.45  0.04
H -1.58 8.21 0.34  0.05
H -0.47 6.98 -0.25  0.03
H -4.04 6.70 2.08  0.03
H -5.16 6.25 0.78  0.04
H -4.39 7.84 0.77  0.04
Be 0.71 0.47 -8.23  0.78

Its net charge is +2. Its frontier orbital gap is 1.08 eV. The value obtained for the HOMO energy is -10.8 eV.

No. 4
This record from OMol25 describes a structure of composition C20H35BBr3F5I3KLiMgN3O12P. The level of theory is ωB97M-V with the def2-TZVPD basis set.

Last column: Löwdin charge in e.
Element x y z (Å)
C -4.28 0.63 -0.92  -0.02
C -4.93 0.99 -2.28  -0.41
O -6.32 0.92 -2.17  -0.03
C -4.49 0.07 -3.46  -0.06
C -3.16 -0.58 -3.29  -0.18
N -1.95 0.06 -3.09  0.19
C -0.97 -0.81 -3.02  -0.29
C 0.53 -0.59 -2.84  -0.28
C 1.04 -0.64 -1.40  -0.99
O 0.93 -1.60 -0.68  -0.33
I 2.12 1.08 -0.66  1.22
N -1.48 -2.00 -3.16  0.23
C -2.83 -1.90 -3.32  -0.24
C -3.80 -3.01 -3.55  -0.64
I -4.44 -2.82 -5.62  1.00
C -3.21 -4.41 -3.20  -0.81
C -3.03 -5.39 -4.35  -0.26
I -4.47 -5.38 -1.74  0.92
H -5.04 0.79 -0.16  0.10
H -3.49 1.36 -0.70  0.06
H -3.95 -0.40 -0.84  0.08
H -4.72 2.04 -2.52  0.14
H -6.60 0.06 -1.81  0.05
H -4.51 0.67 -4.37  0.13
H -5.25 -0.70 -3.60  0.08
H -1.84 1.06 -3.02  0.18
H 1.06 -1.41 -3.42  0.11
H 0.84 0.36 -3.32  -0.04
H -0.95 -2.87 -3.15  0.18
H -4.70 -2.83 -2.97  0.01
H -2.24 -4.28 -2.71  0.05
H -2.28 -5.02 -5.05  0.06
H -3.97 -5.66 -4.84  0.04
H -2.64 -6.31 -3.93  0.06
F 1.57 2.02 1.60  -0.80
Mg 2.48 -3.35 -0.63  0.75
O -8.71 -1.03 -3.65  -0.14
P -8.29 -1.82 -2.42  -0.11
O -9.19 -3.05 -2.33  -0.11
O -8.48 -1.01 -1.14  -0.16
O -6.82 -2.23 -2.55  -0.29
K 1.31 0.41 -5.15  0.96
Li -0.30 1.25 -1.02  0.58
C 6.37 5.18 4.77  -0.11
O 5.04 4.83 5.13  -0.20
C 4.07 5.43 4.30  -0.21
C 3.52 4.45 3.28  -0.22
O 4.51 4.09 2.34  -0.18
C 5.06 2.81 2.58  -0.09
H 7.05 4.55 5.34  0.09
H 6.55 5.02 3.71  0.09
H 6.56 6.23 5.03  0.08
H 4.47 6.31 3.79  0.12
H 3.25 5.76 4.95  0.12
H 2.70 4.93 2.73  0.12
H 3.11 3.56 3.78  0.12
H 4.33 2.03 2.35  0.07
H 5.39 2.70 3.62  0.08
H 5.93 2.68 1.93  0.09
C 3.78 0.49 5.34  -0.34
O 4.19 0.07 4.29  0.03
N 2.49 0.45 5.73  -0.19
C 2.05 0.97 7.01  -0.07
C 1.51 -0.14 4.83  -0.05
H 4.45 0.96 6.09  0.15
H 1.59 0.16 7.59  0.08
H 1.31 1.76 6.85  0.08
H 2.89 1.37 7.56  0.08
H 1.79 -1.17 4.62  0.09
H 1.51 0.42 3.88  0.07
H 0.52 -0.10 5.27  0.08
B 6.70 4.04 -1.14  -1.26
F 6.06 5.29 -1.11  0.07
F 7.48 3.94 -2.32  0.06
F 7.51 3.89 -0.01  0.09
F 5.71 3.02 -1.16  0.04
C 6.48 -2.87 5.34  -0.84
O 6.59 -2.38 6.50  -0.09
O 5.53 -2.20 4.55  -0.02
O 7.07 -3.82 4.83  -0.05
H 5.29 -1.55 5.23  0.03
C -7.68 -5.16 -7.35  -1.67
Br -8.66 -4.34 -5.92  0.60
Br -8.21 -6.99 -7.64  0.56
Br -7.77 -4.12 -8.97  0.55
H -6.64 -5.18 -7.05  -0.07

Its net charge is -1. Its frontier orbital gap is 1.10 eV. For the energy relative to the best compared isomer or geometry (same formula, charge and spin), the calculation gives 0.00 kcal/mol. The value obtained for the HOMO energy is -4.0 eV.

No. 5
This record from OMol25 describes a structure of composition C20H35EuNSi2. The level of theory is ωB97M-V with the def2-TZVPD basis set.

Last column: Mulliken spin population.
Element x y z (Å)
C 2.82 1.84 -1.26  0.02
C 2.67 -0.11 -4.28  0.00
C 4.21 1.40 -1.27  -0.09
H 2.75 2.94 -1.09  0.00
C 3.20 -1.10 -3.57  0.00
H 2.30 -0.32 -5.30  0.00
H 4.93 2.00 -0.70  0.00
H 3.18 -2.14 -3.92  0.00
C 4.75 0.30 -2.06  0.02
H 5.67 -0.01 -1.56  0.00
H 5.12 0.61 -3.06  -0.01
C 1.88 1.37 -2.36  0.01
H 1.04 2.09 -2.44  0.00
H 1.45 0.39 -2.12  -0.01
C 2.51 1.30 -3.79  0.00
H 3.45 1.84 -3.82  0.00
H 1.85 1.80 -4.50  0.00
C 3.84 -0.94 -2.21  -0.01
H 4.48 -1.83 -2.04  0.00
H 3.10 -0.96 -1.39  0.00
Eu -0.52 1.59 0.33  7.06
H 1.64 1.69 -0.17  0.00
C 1.12 0.13 2.09  0.02
Si -0.30 -1.13 1.95  -0.01
C 0.28 -2.58 0.93  0.00
C -0.45 -1.83 3.70  0.00
C -1.87 -0.30 1.34  0.00
C -2.10 -0.23 -0.10  0.00
C -2.85 0.83 -0.73  0.02
C -2.63 1.11 -2.10  0.00
C -1.78 0.28 -2.85  0.00
C -1.06 -0.73 -2.19  0.00
N -1.11 -0.81 -0.85  0.00
Si -3.23 0.09 2.56  0.00
C -3.90 -1.55 3.21  0.00
C -2.52 1.14 3.95  0.00
C -4.74 1.00 1.93  0.00
H 1.67 -0.20 2.99  0.00
H 0.85 1.19 2.30  -0.01
H 1.82 0.08 1.24  -0.01
H 0.10 -3.51 1.50  0.00
H -0.26 -2.62 -0.02  0.00
H 1.36 -2.51 0.71  0.00
H 0.05 -1.17 4.42  0.00
H -1.48 -1.99 4.04  0.00
H 0.07 -2.80 3.71  0.00
H -3.52 1.44 -0.14  -0.01
H -3.16 1.94 -2.56  0.00
H -1.67 0.41 -3.92  0.00
H -0.44 -1.43 -2.72  0.00
H -3.52 -1.81 4.20  0.00
H -4.99 -1.46 3.27  0.00
H -3.66 -2.36 2.51  0.00
H -2.64 2.21 3.69  0.00
H -3.11 0.94 4.85  0.00
H -1.46 0.95 4.16  0.00
H -4.58 2.08 1.95  0.00
H -5.04 0.69 0.93  0.00
H -5.57 0.76 2.61  0.00

As for the spin multiplicity: 8. Its frontier orbital gap (alpha / beta) is 4.70 / 4.75 eV. For the energy relative to the best compared isomer or geometry (same formula, charge and spin), the calculation gives 0.00 kcal/mol. The value obtained for the HOMO energy (alpha / beta) is -5.4 / -5.5 eV. Its expectation value of S² is 15.7718.

No. 6
This record from OMol25 describes a structure of composition C20H35N4O3ReSSe. The level of theory is ωB97M-V with the def2-TZVPD basis set.

Last column: Mulliken spin population.
Element x y z (Å)
Re 0.22 0.36 0.45  1.13
O -0.56 -0.03 2.88  0.06
C -0.39 1.25 3.45  -0.01
C 0.84 1.95 2.92  0.20
C 1.58 2.75 3.74  -0.11
C 2.68 3.49 3.27  0.44
C 2.95 3.40 1.89  -0.14
C 2.19 2.59 1.09  0.22
N 1.15 1.81 1.57  0.19
H -1.54 -0.18 2.74  -0.02
H -0.29 1.17 4.54  0.01
H -1.27 1.87 3.25  0.01
H 1.29 2.84 4.79  -0.01
H 3.29 4.09 3.93  0.05
H 3.76 3.96 1.44  -0.01
H 2.36 2.52 0.03  0.03
C 2.24 -1.77 -2.07  -0.01
C 2.65 -1.36 -0.64  0.05
C 3.00 -2.61 0.17  0.00
C 3.87 -0.42 -0.71  0.02
N 1.57 -0.66 -0.03  -0.15
H 3.08 -2.26 -2.58  0.00
H 1.93 -0.88 -2.62  0.01
H 1.40 -2.46 -2.02  0.00
H 3.86 -3.12 -0.27  0.00
H 2.14 -3.28 0.17  0.00
H 3.22 -2.34 1.20  0.00
H 4.73 -0.93 -1.14  0.00
H 4.12 -0.08 0.30  -0.01
H 3.62 0.45 -1.31  0.00
Se -3.84 -0.28 2.38  1.00
C -1.37 -1.48 -3.93  0.00
S -1.64 0.13 -3.11  0.00
C -1.48 1.12 -4.65  0.00
O -0.38 0.39 -2.37  0.01
H -2.22 -1.73 -4.56  0.00
H -1.26 -2.21 -3.13  0.00
H -0.45 -1.42 -4.51  0.00
H -2.22 0.77 -5.38  0.00
H -0.47 1.03 -5.05  0.00
H -1.69 2.16 -4.39  0.00
C -2.66 3.11 1.27  -0.02
C -2.23 2.35 0.01  0.01
C -1.56 3.30 -0.98  0.02
O -1.38 1.30 0.34  -0.01
H -3.37 3.90 1.02  0.00
H -1.77 3.56 1.73  0.01
H -3.14 2.42 1.97  0.02
H -3.14 1.94 -0.46  0.00
H -0.72 3.81 -0.48  0.01
H -2.27 4.05 -1.33  0.00
H -1.15 2.74 -1.82  -0.01
N -2.71 -1.72 -0.61  0.01
C -1.91 -2.62 0.04  0.00
C -2.06 -4.00 -0.13  -0.01
C -1.25 -4.84 0.61  0.00
C -0.33 -4.30 1.50  0.00
C -0.23 -2.92 1.56  0.01
N -0.96 -2.10 0.82  0.02
H -3.63 -2.06 -0.83  0.00
H -2.77 -0.85 -0.06  -0.02
H -2.83 -4.39 -0.78  0.00
H -1.35 -5.92 0.51  0.00
H 0.29 -4.93 2.12  0.00
H 0.46 -2.43 2.24  -0.01

As for the spin multiplicity: 4. Its net charge is -1. Its frontier orbital gap (alpha / beta) is 3.86 / 5.61 eV. For the energy relative to the best compared isomer or geometry (same formula, charge and spin), the calculation gives 53.08 kcal/mol. The value obtained for the HOMO energy (alpha / beta) is -1.7 / -3.5 eV. Its expectation value of S² is 3.7977.

no.,energy (a.u.),molar mass (g mol⁻¹)
1,-1666.15855,414.6
2,-1624.63763,410.6
3,-10260.36078,1057.2
4,-12138.32833,1337.1
5,-2126.95331,497.6
6,-4105.65807,676.8